Entry 1:
Molecular formula: C53H43IrN3O2P2S
Method: DFT, ωB97M-V/def2-TZVPD

The geometry in XYZ format:
```
105
Properties=species:S:1:pos:R:3:forces:R:3:lowdin_charge:R:1
C -3.1303 0.3435 2.5345 0.0 0.0 0.1 -0.059
H -2.1849 6.3001 3.7356 0.0 0.0 0.0 0.134
H 4.7386 -4.6936 1.1896 0.0 0.0 0.0 0.152
C -4.4407 -1.5855 3.1154 0.0 0.0 0.0 -0.039
H 4.1456 -0.4499 3.7066 0.0 0.0 0.0 0.117
H -1.2182 -2.4770 2.5916 0.0 0.0 0.0 0.106
C 2.0672 2.5981 -2.6213 0.1 -0.1 -0.2 -0.049
C -2.4677 -1.3626 -1.0858 0.0 0.0 0.1 -0.361
O 0.8707 -2.7021 0.6881 0.4 0.1 0.4 -0.130
C 0.0492 -2.4064 -2.1844 0.2 -0.3 0.1 -0.341
H -2.0049 -3.3292 -0.3259 0.0 0.0 0.0 0.112
H -0.0143 1.2929 -7.5117 0.0 0.0 0.0 0.134
O 2.4336 1.5952 0.0046 -0.3 0.3 -0.1 -0.467
C -0.2582 3.0044 1.4912 0.0 0.2 -0.1 -0.133
C 0.7726 -0.3997 3.3025 0.3 -0.4 0.0 -0.339
H -0.4409 -5.5349 -3.3729 0.0 0.0 0.0 0.124
N 4.6258 -0.2249 0.4596 0.1 0.1 0.0 0.238
H 3.2397 -3.4283 -2.7530 0.0 0.0 0.0 0.119
H 1.9807 -1.4590 -1.9683 0.0 0.0 -0.1 0.095
C -1.5939 0.3331 -5.1915 -0.1 -0.2 0.1 0.034
C -0.8105 0.1486 -2.8712 -0.1 0.3 0.1 -0.282
H -0.6409 -1.3621 4.6270 0.1 0.0 0.0 0.111
C 2.7294 -1.4925 4.9402 0.0 0.0 0.0 -0.031
C -5.0995 -1.9619 -0.4613 -0.1 0.0 0.0 -0.041
H -0.0171 6.2273 -0.7788 0.0 0.0 0.0 0.135
H -3.2225 0.5606 -1.7083 0.0 0.0 0.0 0.114
H 5.6253 -0.1018 0.4742 0.0 0.0 0.0 0.144
P -0.3944 0.2235 2.1036 -0.8 -0.6 -0.1 0.953
H -5.2334 0.4002 2.9328 0.0 0.0 0.0 0.123
C -4.1037 -2.9021 -0.2323 0.0 0.0 0.0 -0.055
H 2.0273 -5.4838 -3.4160 0.0 0.0 0.0 0.123
C 3.1005 -0.6721 3.8832 0.0 0.0 0.0 -0.055
H 1.8907 2.5661 -6.8835 0.0 0.0 0.0 0.135
C 1.0054 2.8421 -6.3100 -0.1 -0.1 0.0 -0.069
H 3.4890 -1.9361 5.5707 0.0 0.0 0.0 0.123
H -6.1313 -2.2042 -0.2381 0.0 0.0 0.0 0.124
C -0.8575 2.2560 3.7125 -0.1 0.2 0.2 -0.042
P -0.7709 -0.9699 -1.4866 -1.0 -0.3 1.0 0.979
H -3.3900 -3.4571 3.2199 0.0 0.0 0.0 0.123
C -0.2355 1.9935 -6.7066 0.0 0.0 0.1 -0.068
C -0.4750 1.9636 2.4099 0.1 0.0 0.1 -0.288
C 1.0557 1.7581 -2.1880 0.3 -0.5 -0.3 -0.342
C -4.3521 -0.2244 2.8607 0.0 0.0 0.0 -0.041
N 2.7582 -1.5384 0.5625 0.1 0.0 0.0 0.085
C -0.5498 4.2942 1.9579 0.0 0.1 0.0 -0.066
H -0.5140 6.4787 4.1939 0.0 0.0 0.0 0.136
C 2.1562 -2.7173 0.7279 -0.3 -0.1 0.1 -0.513
C -1.6408 -0.2451 -3.9087 -0.1 0.1 -0.2 -0.036
H 1.6456 -5.3387 0.0263 0.0 0.0 0.0 0.099
C -3.3145 -2.3955 3.0201 0.0 0.0 0.0 -0.056
C 4.8719 -2.5893 0.8914 0.0 0.1 0.0 0.048
C 1.4454 -2.3646 -2.2481 -0.1 0.0 -0.2 -0.120
H 2.4103 0.5531 2.2619 0.0 0.0 0.1 0.083
H -1.6957 7.1817 1.5852 0.0 0.0 0.0 0.135
H 0.5664 4.0354 -1.6548 0.0 0.0 -0.1 0.104
H 1.1000 -2.3340 6.0619 0.0 0.0 0.0 0.124
H -5.5595 0.0189 -1.1491 0.0 0.0 0.0 0.122
C 0.2206 2.9500 0.1543 -0.5 -0.1 -0.5 -0.257
C -2.7831 -2.5993 -0.5192 0.0 0.0 0.0 -0.100
C -0.0855 5.3649 -0.1288 0.1 -0.1 -0.2 0.031
S 1.0198 1.5047 -0.4747 1.8 -0.3 1.6 0.856
C 1.2107 2.5673 -4.8415 -0.1 0.0 -0.2 -0.108
H 2.8448 -5.9265 1.2055 0.0 0.0 0.0 0.107
H 2.9756 3.6558 -4.2659 0.0 0.0 0.0 0.135
H 0.8480 3.9061 -6.4891 0.0 0.0 0.0 0.135
C 2.1265 -0.1217 3.0652 -0.1 0.2 0.2 -0.109
H -1.4085 3.7275 5.1927 0.0 0.0 0.0 0.135
H -1.0547 2.6165 -7.0674 0.0 0.0 0.0 0.135
C -0.6330 -3.5424 -2.6159 0.1 0.0 0.0 -0.057
H 4.0271 0.5665 0.2340 -0.1 0.0 0.0 0.083
C -1.9929 -0.4612 2.4694 -0.2 -0.2 -0.2 -0.347
C -1.1663 6.0733 3.4197 0.0 0.0 -0.1 -0.069
Ir 0.6394 -0.6330 0.2976 0.2 1.2 -1.8 0.883
H 2.7942 2.9529 -1.9013 0.0 0.0 0.0 0.128
H -5.3947 -2.0203 3.3867 0.0 0.0 0.0 0.125
H -1.7144 -3.5723 -2.6169 0.0 0.0 0.0 0.111
C -0.6276 1.2684 -5.4425 0.1 0.1 -0.2 -0.114
H 1.3753 -5.0935 1.7592 0.0 0.0 0.0 0.107
C 0.2256 1.6623 -4.3959 0.0 0.1 -0.1 -0.067
H -2.2839 -0.0007 -5.9560 0.0 0.0 0.0 0.135
H -0.0282 7.3839 2.0519 0.0 0.0 0.0 0.136
C -0.8421 6.6596 2.0184 0.0 -0.1 0.0 -0.068
C 0.1352 1.1718 -3.0868 0.0 0.2 -0.2 -0.136
C 1.4764 -4.6157 -3.0769 0.0 0.0 0.0 -0.045
H -2.3502 -1.0488 -3.7396 0.0 0.0 0.0 0.122
C 0.0872 -4.6463 -3.0518 0.0 0.0 0.0 -0.033
H -4.3584 -3.8769 0.1642 0.0 0.0 0.0 0.123
C -4.7805 -0.7121 -0.9728 0.0 0.1 0.0 -0.045
N 2.8511 -3.8534 0.9068 0.0 -0.3 0.1 -0.002
C 4.0941 -1.4182 0.6304 0.0 -0.2 0.0 -0.336
C 0.2512 4.0940 -0.6281 -0.1 0.1 0.2 -0.011
C -0.9638 4.5857 3.2706 0.0 0.2 0.0 -0.112
H 5.9462 -2.5386 0.9962 0.0 0.0 0.0 0.134
C -3.4649 -0.4065 -1.2837 -0.1 0.0 -0.1 -0.080
C 0.4019 -1.1870 4.3991 0.1 0.0 0.0 -0.058
H -0.9951 1.4415 4.4163 0.0 0.0 0.0 0.123
C 2.1677 3.0022 -3.9633 0.1 0.1 0.2 0.030
C -0.4608 5.4661 1.1800 -0.1 0.1 0.2 -0.112
C 1.3843 -1.7280 5.2112 0.0 0.0 0.0 -0.032
C 2.1589 -3.4677 -2.6921 0.0 0.1 0.0 -0.056
C -2.0953 -1.8434 2.6742 0.0 0.0 0.0 -0.111
C 2.1304 -5.1411 0.9798 0.0 0.1 0.0 0.051
C -1.1037 3.5610 4.1675 0.0 -0.2 0.1 0.033
H -3.0612 1.4108 2.3651 0.0 0.0 0.0 0.114
C 4.2186 -3.7630 1.0078 -0.1 -0.1 0.0 0.022
```
Positions in Å, forces in eV/Å.

Strongest force on any atom in eV Å⁻¹: 2.38
Kohn-Sham gap in eV: 6.1
Net charge: +3
E in eV: -96456.4132
HOMO in eV: -15.221
Lowest unoccupied orbital energy in Ha: -0.3343



Entry 2:
Molecular formula: C53H44N4OP2PdSb
Method: DFT, ωB97M-V/def2-TZVPD

The geometry in XYZ format:
```
106
Properties=species:S:1:pos:R:3:forces:R:3:lowdin_charge:R:1
H -8.1223 -3.0546 1.0301 0.0 0.0 0.0 0.105
C 5.2521 2.1674 0.3111 0.0 0.0 0.0 -0.060
C 0.4339 0.9125 3.8586 0.1 0.2 -0.2 -0.130
C -3.9570 0.6627 3.7354 0.0 -0.1 0.0 -0.067
C 1.5490 6.3441 4.2932 0.0 0.0 0.0 -0.066
O 0.8042 -1.4085 -0.8828 0.5 0.0 0.7 -0.306
C -1.1621 1.3316 -2.3292 0.1 0.1 0.0 -0.350
H -2.3134 0.9362 2.3920 0.1 0.0 0.0 0.064
H -0.7047 3.9612 3.4619 0.0 0.0 0.0 0.090
C 2.5567 6.0387 3.3886 0.0 0.0 0.0 -0.062
H 4.0982 2.6468 2.0468 0.0 0.0 0.0 0.106
C 2.8523 2.3636 0.3012 0.2 0.1 -0.1 -0.409
C -0.0079 0.8427 -2.9422 -0.2 0.1 -0.1 -0.099
H -5.0500 -2.3352 4.8739 0.0 0.0 0.0 0.115
H -5.4804 -0.2997 -0.8693 0.0 0.0 0.0 0.092
H 0.0541 -0.1264 5.6731 0.0 0.0 0.0 0.117
C -2.8550 -0.5818 -1.1771 0.1 0.0 -0.1 -0.258
C -4.7442 2.8397 1.0622 0.1 -0.1 0.0 -0.064
C 2.4117 4.9714 2.5083 -0.2 0.0 0.1 -0.113
H -3.9087 -3.7052 1.2578 -0.1 0.0 0.0 0.094
C 0.2196 4.5270 3.4473 0.2 0.1 0.0 -0.139
H 1.6692 7.1789 4.9721 0.0 0.0 0.0 0.112
H -2.2555 -3.4095 0.3098 -0.1 0.0 0.0 0.097
C 0.6188 -0.1128 4.7482 0.1 -0.2 0.0 -0.070
H -1.2536 -2.2421 -0.5344 0.1 -0.1 -0.1 0.062
C -4.7256 -0.2542 4.4393 0.0 0.0 0.0 -0.052
H 2.9793 -1.9060 3.0806 -0.1 0.0 0.0 0.123
C 0.6453 -5.4558 3.5466 0.0 0.0 0.0 -0.056
C -2.3087 3.4303 -0.1322 -0.1 0.1 0.0 -0.146
C -6.8826 -1.5991 0.0420 0.1 0.0 0.0 -0.075
C -7.1144 -2.7442 0.7884 0.1 0.0 0.0 -0.089
H 3.1952 4.7545 1.7935 0.0 0.0 0.0 0.089
C -5.5919 -1.1971 -0.2765 -0.1 0.0 0.0 -0.042
C 2.2592 -1.1271 3.2988 0.1 0.1 -0.1 -0.057
H 0.6494 0.1760 -2.4070 0.1 -0.2 0.1 0.060
H 2.7762 0.0060 1.5485 -0.1 -0.1 -0.1 0.083
H 1.1679 0.7900 -4.7269 0.0 0.0 0.0 0.105
C 1.2043 0.9804 2.6681 0.1 -0.1 0.1 -0.449
C -2.6166 -1.1379 2.8318 0.1 0.0 0.3 -0.340
P -1.2490 -1.6818 1.7680 -0.4 0.5 -0.6 1.086
C 2.8320 2.0364 -1.0542 0.1 0.0 0.1 -0.135
C 0.6791 -5.2120 2.1799 0.0 0.0 0.0 -0.053
H 1.0757 -6.3676 3.9435 0.0 0.1 0.0 0.113
H -5.5397 0.0854 5.0688 0.0 0.0 0.0 0.113
H -4.9327 4.9516 1.3738 0.0 0.0 0.0 0.112
C 4.1994 -2.3060 -0.6021 -0.2 0.0 -0.2 -0.193
C -0.5027 -3.1360 2.5234 0.4 0.1 0.0 -0.346
C 0.3799 5.5937 4.3205 0.0 0.0 0.0 -0.072
C -2.0301 2.1657 -3.0438 0.0 0.0 -0.1 -0.086
H -5.6928 2.6015 1.5279 0.0 0.0 0.0 0.116
H 4.0015 1.5167 -2.7775 0.0 0.0 0.0 0.112
H 3.4596 6.6353 3.3578 0.0 0.0 0.0 0.113
C -1.7398 2.4989 -4.3581 0.0 0.0 0.0 -0.062
C 1.2528 4.2024 2.5671 -0.4 0.4 -0.2 -0.372
H -0.4128 5.8451 5.0134 0.0 0.0 0.0 0.110
C -3.3943 -2.0485 3.5516 0.0 -0.1 0.0 -0.099
H -0.3723 2.2701 -5.9946 0.0 0.0 0.1 0.113
C 0.1126 -4.0545 1.6689 0.1 0.0 -0.1 -0.081
N 1.9474 -1.7280 -0.3231 -0.5 0.0 -0.9 -0.051
C 4.0695 2.4297 0.9864 0.0 -0.1 -0.2 -0.136
C 2.9165 -1.9659 -1.1714 0.3 0.0 0.2 -0.318
C -6.0208 -3.4853 1.2077 0.1 0.0 0.0 -0.074
C 0.2745 1.1853 -4.2594 0.0 0.0 0.1 -0.054
C -0.4942 -3.3642 3.9009 -0.1 -0.1 -0.1 -0.115
H -0.2746 1.6961 4.0974 0.0 0.0 0.0 0.091
H -2.3659 -1.0506 -2.0380 0.0 -0.1 0.0 0.117
Pd -0.0225 0.1647 0.8687 -0.9 0.3 -0.1 0.415
C -4.4829 -1.9371 0.1514 0.1 0.0 -0.1 -0.212
H -2.7607 5.4774 0.2983 0.0 0.0 0.0 0.113
H -4.1670 1.7239 3.8078 0.0 -0.1 0.0 0.107
H -0.9325 -2.6427 4.5768 -0.1 0.0 0.0 0.102
H -2.9284 2.5578 -2.5824 0.0 0.0 0.0 0.107
H 0.1678 -3.8605 0.6031 0.0 0.0 0.0 0.102
C -4.7250 -3.0920 0.9000 -0.1 -0.1 0.1 -0.044
H -2.4159 3.1430 -4.9074 0.0 0.0 0.0 0.112
H 1.1497 -5.9209 1.5105 0.0 0.0 0.0 0.115
H -3.7422 -0.0841 -1.5545 0.0 0.0 -0.1 0.090
C -0.5896 2.0107 -4.9653 0.0 0.0 0.0 -0.057
C 2.7365 -1.8285 -2.5977 0.0 0.0 0.2 -0.180
C -4.4445 -1.6123 4.3403 0.0 0.1 0.0 -0.055
C -3.9534 1.8143 0.5491 -0.1 0.1 -0.1 -0.103
C -2.9091 0.2192 2.9389 0.1 -0.1 0.1 -0.124
H 6.1952 2.1994 0.8435 0.0 0.0 0.0 0.113
H -6.1674 -4.3928 1.7823 0.0 0.0 0.0 0.111
C -3.0940 4.4497 0.3769 0.0 0.0 0.0 -0.061
C 0.0669 -4.5290 4.4058 0.0 0.0 0.0 -0.064
C 5.2268 1.8447 -1.0440 0.0 0.0 0.1 -0.057
C -2.7357 2.1037 -0.0548 0.0 0.0 0.1 -0.385
Sb 0.9836 2.5944 1.2328 0.7 -0.8 0.3 1.578
C 4.0218 1.7778 -1.7264 0.0 0.0 0.0 -0.066
H 1.6820 -1.9447 5.1755 0.0 0.1 0.0 0.114
H -4.2959 0.7902 0.6366 0.0 0.1 0.0 0.082
N 5.2115 -2.5714 -0.1206 -0.2 0.1 -0.1 0.148
C -2.0302 -2.3478 0.2214 -0.1 -0.1 0.1 -0.294
C -4.3157 4.1534 0.9795 0.0 0.1 0.0 -0.061
H 6.1528 1.6306 -1.5631 0.0 0.0 0.0 0.114
H -1.3750 3.6716 -0.6249 0.0 0.0 0.0 0.086
C 1.5391 -1.1396 4.4657 -0.1 0.1 0.2 -0.078
H 0.0549 -4.7119 5.4735 0.0 0.0 0.0 0.113
H -7.7156 -1.0035 -0.3129 0.0 0.0 0.0 0.109
N 2.5640 -1.6820 -3.7267 0.0 0.0 0.2 0.174
H -3.1873 -3.1093 3.4938 0.0 0.0 0.0 0.108
H 1.8937 1.9699 -1.5930 0.0 0.0 0.0 0.066
P -1.6834 0.7662 -0.6867 0.0 -0.3 0.4 1.026
N -3.1629 -1.5459 -0.1557 -0.1 0.2 0.0 -0.172
C 2.1055 -0.0607 2.3967 -0.1 0.0 0.0 -0.156
```
Positions in Å, forces in eV/Å.

Strongest force on any atom in eV Å⁻¹: 1.09
Kohn-Sham gap (alpha / beta) in eV: 5.4 / 5.4
Net charge: +1
E in eV: -92269.5365
Relative energy (zero: lowest compared OMol25 entry of this formula, charge and spin) in kcal per mole: 0.00
HOMO (alpha / beta) in eV: -10.254 / -10.254
Lowest unoccupied orbital energy (alpha / beta) in Ha: -0.1781 / -0.1781